(1)
Here is a 2-piece molecular cluster, C17H16F4N2 overall in a non-equilibrium geometry from the Open Molecules 2025 dataset. Energies are from wB97M-V/def2-TZVPD.

Output
E_tot   -31736.7420 eV
E_HOMO   -8.505 eV
Energy relative to the best compared isomer or geometry (same formula, charge and spin)   30.2 kcal/mol
Net charge   0
2S+1   1
HOMO-LUMO gap   8.4147 eV
SMILES   N#C[C@H](F)c1ccc(C(F)(F)F)cc1.Cc1cc(C)nc(C)c1

```
39
Properties=species:S:1:pos:R:3:nbo_charge:R:1
N 3.794 -0.826 0.062 -0.2785
C 3.238 -0.360 -0.838 0.2398
C 2.703 0.058 -2.189 0.1155
F 1.792 1.118 -2.027 -0.3456
C 1.982 -1.110 -2.957 -0.0597
C 1.093 -0.628 -3.908 -0.1854
C 0.123 -1.434 -4.484 -0.1696
C 0.230 -2.817 -4.288 -0.1311
C -0.803 -3.683 -4.992 0.9759
F -0.345 -4.961 -5.121 -0.3223
F -1.066 -3.192 -6.251 -0.3236
F -2.006 -3.775 -4.300 -0.3314
C 0.963 -3.318 -3.218 -0.1791
C 1.879 -2.471 -2.568 -0.1882
H 3.526 0.602 -2.729 0.2317
H 1.066 0.438 -4.083 0.2307
H -0.740 -0.989 -4.991 0.2408
H 0.713 -4.317 -2.843 0.2423
H 2.444 -2.903 -1.742 0.2380
C -2.816 2.427 5.393 -0.6425
C -1.926 2.033 4.239 0.0655
C -1.961 2.718 2.987 -0.3209
C -0.844 2.575 2.124 0.2582
C -0.953 2.875 0.647 -0.6470
N 0.279 2.039 2.617 -0.4659
C 0.101 0.973 3.399 0.2625
C 0.933 -0.261 3.099 -0.6485
C -0.939 1.004 4.358 -0.3222
H -3.462 3.278 5.135 0.2184
H -3.458 1.616 5.779 0.2237
H -2.184 2.754 6.237 0.2286
H -2.793 3.328 2.632 0.2177
H -1.757 3.605 0.498 0.2100
H -0.051 3.240 0.136 0.2347
H -1.226 1.971 0.068 0.2284
H 1.034 -0.865 4.002 0.2111
H 0.443 -0.879 2.323 0.2265
H 1.931 -0.087 2.673 0.2425
H -0.939 0.227 5.122 0.2189
```



(2)
Here is C28H40N3O4RhSSi3 as an isolated structure in a non-equilibrium geometry from the Open Molecules 2025 dataset. Energies are from wB97M-V/def2-TZVPD.

Output
E_tot   -79826.9503 eV
E_HOMO   -1.810 eV
Energy relative to the best compared isomer or geometry (same formula, charge and spin)   14.0 kcal/mol
Net charge   -2
2S+1   1
HOMO-LUMO gap   5.9938 eV

```
80
Properties=species:S:1:pos:R:3:mulliken_charge:R:1
Rh -0.001 0.900 -0.080 -0.4350
C -1.957 -2.018 -0.993 -0.7967
Si -1.614 -0.156 -1.380 1.2091
C -3.260 0.785 -1.629 -1.4886
C -1.028 -0.261 -3.203 0.0563
C -1.624 -1.043 -4.195 -0.4399
C -1.140 -1.044 -5.496 -0.6311
C -0.049 -0.246 -5.826 -0.6195
C 0.543 0.545 -4.852 -0.8241
C 0.068 0.544 -3.541 0.3705
Si 0.739 1.611 -2.122 2.2815
C -0.062 3.314 -2.424 -1.4031
C 2.586 1.907 -2.392 -1.3975
H -2.984 -2.290 -1.274 0.5174
H -1.270 -1.730 0.806 0.2942
H -1.292 -2.601 -1.640 0.3348
H -4.000 0.134 -2.111 0.3740
H -3.094 1.634 -2.299 0.3701
H -3.658 1.146 -0.684 0.2793
H -2.477 -1.671 -3.949 0.3085
H -1.606 -1.669 -6.253 0.3497
H 0.340 -0.250 -6.840 0.3505
H 1.402 1.157 -5.117 0.3010
H 0.153 3.619 -3.455 0.3871
H 0.339 4.072 -1.750 0.3117
H -1.147 3.280 -2.301 0.1491
H 2.722 2.514 -3.294 0.4978
H 3.111 0.960 -2.511 0.2075
H 3.015 2.456 -1.550 0.3024
C -4.748 -1.424 1.398 -1.4471
C -3.825 -0.571 2.230 0.7706
C -3.925 -0.591 3.614 -0.7543
C -3.020 0.192 4.327 -0.7568
C -2.112 0.972 3.655 -0.5130
C -2.094 0.995 2.228 0.1413
N -2.941 0.170 1.567 0.3490
N -1.264 1.810 1.529 0.1735
Si -0.816 3.346 2.194 0.1147
C -2.339 4.140 3.023 -1.1801
C -0.353 4.554 0.836 -0.9876
C 0.571 3.401 3.478 -1.1412
H -5.782 -1.322 1.739 0.5017
H -4.460 -2.475 1.469 0.2190
H -4.681 -1.127 0.354 0.0894
H -4.661 -1.214 4.108 0.3913
H -3.022 0.185 5.413 0.3757
H -1.392 1.558 4.206 0.3090
H -3.202 4.075 2.354 0.2831
H -2.140 5.199 3.215 0.3648
H -2.618 3.671 3.968 0.3384
H -1.073 4.512 0.016 0.2301
H 0.638 4.317 0.450 0.0927
H -0.348 5.573 1.236 0.4433
H 0.389 2.765 4.347 0.3338
H 0.672 4.431 3.843 0.3257
H 1.519 3.107 3.027 0.2561
C 5.003 -6.030 1.439 -1.4647
C 4.133 -4.938 0.871 1.1415
C 4.558 -4.183 -0.219 -0.8248
C 3.749 -3.199 -0.767 -0.3692
C 2.503 -2.950 -0.218 -0.6349
C 2.061 -3.695 0.868 -0.3757
C 2.873 -4.679 1.407 -0.8082
S 1.408 -1.689 -0.940 0.5369
O -1.750 -2.440 0.363 -0.6072
O 2.200 -1.226 -2.117 -0.7781
N 1.396 -0.594 0.274 -0.0537
C 2.715 -0.063 0.629 -0.3799
C 2.677 1.387 1.130 -0.0639
O 3.653 1.809 1.759 -0.8165
O 1.639 2.064 0.821 -0.3239
H 6.061 -5.808 1.290 0.3594
H 4.797 -6.990 0.958 0.2695
H 4.830 -6.154 2.509 0.3631
H 5.541 -4.368 -0.642 0.2936
H 4.059 -2.605 -1.618 0.4709
H 1.083 -3.490 1.288 0.4722
H 2.528 -5.253 2.261 0.3264
H 3.398 -0.071 -0.231 0.3244
H 3.160 -0.679 1.416 0.4024
```